Density functional theory data (the ωB97M-V functional and the def2-TZVPD basis) for a structure of composition C23H18AuN2O5S in a non-equilibrium geometry.

Structure (XYZ):
```
50
Properties=species:S:1:pos:R:3
Au -0.28 -0.56 0.48
S 1.49 -1.11 -1.15
O -0.30 1.68 0.82
O 7.81 -2.46 0.96
O -1.46 -2.38 0.02
O -0.74 -0.76 3.31
O 6.91 -1.77 2.84
N -2.08 0.36 -0.70
N -2.23 1.69 -0.49
C -2.59 -1.62 -1.98
C 4.44 -1.14 1.62
C -1.32 2.23 0.28
C -2.42 -4.28 -2.88
C -2.81 -0.56 2.13
C 4.06 -1.89 -1.01
C -1.89 6.40 1.10
C -1.82 -3.91 -1.70
C -1.33 -0.63 2.31
C -1.92 -2.60 -1.17
C -1.52 3.69 0.56
C -2.65 -0.21 -1.68
C -2.57 4.40 -0.04
C 6.75 -1.98 1.67
C -0.84 5.71 1.68
C 5.28 -2.10 -0.40
C -0.66 4.36 1.41
C 5.49 -1.74 0.93
C -3.14 -3.34 -3.62
C 3.21 -0.93 1.02
C -2.75 5.74 0.23
C -3.20 -2.04 -3.18
C 2.99 -1.31 -0.31
H -3.11 -1.33 1.42
H -0.16 6.23 2.35
H 6.06 -2.56 -1.00
H 2.41 -0.46 1.57
H -3.07 0.40 1.69
H -3.57 6.28 -0.23
H -1.27 -4.63 -1.10
H -2.33 -5.30 -3.23
H -2.03 7.46 1.31
H 7.58 -2.54 0.03
H 4.60 -0.84 2.65
H -3.63 -3.63 -4.55
H -3.22 3.87 -0.72
H 0.16 3.82 1.86
H -3.74 -1.30 -3.76
H -3.32 -0.69 3.09
H 3.91 -2.17 -2.04
H -3.19 0.42 -2.40
```

Values from the calculation:
* LUMO level: 1.3 eV
* spin multiplicity: 1
* frontier orbital gap: 5.88 eV
* energy relative to the best compared isomer or geometry (same formula, charge and spin): 42.13 kcal per mole
* strongest force on any atom: 0.0276 hartree/bohr
* charge: -1

Density functional theory data (the ωB97M-V functional and the def2-TZVPD basis) for a structure of composition C23H18BBaBrF4N2O in a non-equilibrium geometry.

Structure (XYZ):
```
51
Properties=species:S:1:pos:R:3
Ba 1.86 -0.79 1.34
Br 3.92 2.20 -5.45
F 4.10 0.28 1.93
F 2.83 -0.70 3.67
F 2.28 1.42 2.83
F 4.19 1.11 4.09
O 2.20 -1.26 -0.87
N 0.55 1.04 -0.01
N -0.75 -0.41 2.07
C -2.51 -0.68 3.66
C -0.91 2.95 0.59
C -1.99 3.50 1.32
C -2.61 -0.47 -1.07
C 0.95 1.46 -1.14
C 2.59 -0.46 -1.82
C -0.83 -1.16 -2.52
C -1.57 -2.63 -0.75
C -0.51 1.65 0.75
C 3.99 -0.10 -3.77
C -1.50 -3.96 -0.05
C 3.59 -0.88 -2.72
C -2.51 -1.67 -0.38
C -1.36 -1.13 2.97
C -2.27 1.41 2.47
C -1.18 0.86 1.78
C 2.43 1.58 -3.11
C -0.73 -2.35 -1.83
C 2.02 0.85 -1.99
C -2.94 0.59 3.41
C -1.77 -0.21 -2.14
C 3.40 1.14 -3.98
C -2.67 2.75 2.22
B 3.38 0.56 3.16
H -2.14 -4.70 -0.54
H -2.26 4.53 1.15
H 4.76 -0.46 -4.45
H 1.97 2.55 -3.29
H -3.80 0.99 3.94
H -0.38 3.58 -0.11
H 4.01 -1.87 -2.56
H -3.00 -1.32 4.38
H -0.16 -0.96 -3.35
H -1.85 -3.88 0.99
H -3.18 -1.87 0.45
H -3.51 3.16 2.77
H 0.49 2.34 -1.60
H 0.01 -3.09 -2.13
H -3.34 0.27 -0.76
H -0.49 -4.36 -0.04
H -1.85 0.73 -2.68
H -0.97 -2.13 3.16
```

Values from the calculation:
* LUMO level: -0.8 eV
* spin multiplicity: 1
* frontier orbital gap: 6.95 eV
* energy relative to the best compared isomer or geometry (same formula, charge and spin): 33.03 kcal per mole
* strongest force on any atom: 0.0336 hartree/bohr

Density functional theory data (the ωB97M-V functional and the def2-TZVPD basis) for a structure of composition C23H18CrN3O8PS in a non-equilibrium geometry.

Structure (XYZ):
```
55
Properties=species:S:1:pos:R:3
Cr -0.38 1.99 -1.20
S -0.96 4.21 -1.02
P -0.82 0.25 0.35
O -0.99 0.59 -2.55
O 4.80 -1.83 -2.52
O -1.30 5.59 -0.89
O 0.61 -0.52 -3.69
O -0.45 3.75 -2.36
O -2.08 3.21 -0.78
O 0.10 3.67 -0.08
O 2.79 -1.80 -3.42
N 4.20 1.76 -0.83
N 2.88 1.97 -0.96
N 1.06 0.96 -1.92
C -0.11 -0.11 4.39
C 0.14 -1.25 -0.02
C -2.55 -0.33 0.32
C -0.36 -2.19 -0.93
C 2.44 0.96 -1.71
C 2.24 -2.45 0.02
C -4.27 -1.86 1.05
C 1.73 -3.37 -0.88
C 0.24 0.25 -2.80
C 0.43 -3.24 -1.35
C 1.45 -1.38 0.44
C -4.81 -0.10 -0.49
C -0.27 -0.43 3.05
C -0.51 1.92 2.54
C -0.35 2.22 3.88
C 3.73 -1.26 -2.68
C -0.49 0.58 2.11
C -5.20 -1.19 0.26
C -0.15 1.21 4.81
C -3.49 0.33 -0.47
C 3.52 0.07 -2.03
C -2.96 -1.43 1.08
C 4.62 0.65 -1.44
H -0.02 1.46 5.86
H -6.23 -1.53 0.24
H -0.37 3.26 4.20
H 3.26 -2.52 0.36
H -4.57 -2.72 1.64
H 0.06 -0.91 5.11
H -2.24 -1.96 1.69
H 4.74 2.43 -0.32
H 1.94 -1.26 -3.47
H -1.36 -2.06 -1.34
H -3.19 1.18 -1.07
H 2.36 -4.18 -1.23
H 5.64 0.31 -1.42
H -0.65 2.71 1.81
H 0.05 -3.94 -2.08
H -0.21 -1.46 2.74
H -5.53 0.42 -1.11
H 1.86 -0.64 1.11
```

Values from the calculation:
* LUMO level (spin up / spin down): 1.7 / 2.3 eV
* spin multiplicity: 2
* frontier orbital gap (spin up / spin down): 7.60 / 7.92 eV
* energy relative to the best compared isomer or geometry (same formula, charge and spin): 0.00 kcal per mole
* strongest force on any atom: 0.0197 hartree/bohr
* charge: -1

Density functional theory data (the ωB97M-V functional and the def2-TZVPD basis) for a structure of composition C23H18F12N5O2ReS.

Structure (XYZ):
```
62
Properties=species:S:1:pos:R:3
Re 0.61 -1.08 -1.57
S -0.18 -0.47 -3.55
F 1.24 -3.77 -0.11
F 4.76 -0.98 -0.72
F 4.54 0.15 1.11
F -3.30 -2.63 -0.30
F 4.38 0.88 -2.47
F -2.49 -3.94 -1.81
F -0.09 -5.08 -1.22
F 2.76 2.29 -2.19
F 3.11 -1.42 0.61
F -2.83 -4.69 0.20
F -0.11 -5.10 0.94
F 4.53 2.38 -0.92
O -0.61 -2.30 -1.13
O 2.09 -0.11 -1.42
N -2.17 1.49 -3.70
N -1.30 2.85 -5.19
N 0.40 -0.49 0.39
N -3.01 0.88 -2.77
N -0.45 1.87 -4.92
C -2.47 -3.64 -0.53
C -1.99 -3.06 4.77
C -2.36 2.64 -4.45
C 0.41 2.62 2.33
C -1.03 -3.19 -0.12
C -0.22 -1.56 3.80
C -0.94 -2.45 1.19
C 2.23 4.30 2.77
C 3.91 -0.44 0.11
C 0.83 0.76 0.82
C 2.51 2.44 1.13
C 1.70 3.11 2.08
C 3.71 1.57 -1.57
C -1.55 -2.96 2.30
C 2.09 1.32 0.44
C -1.28 -2.48 3.63
C 0.00 1.46 1.73
C 0.37 -0.99 2.72
C 2.98 0.61 -0.57
C -3.57 3.48 -4.43
C 0.03 -4.36 -0.14
C -0.94 1.04 -4.01
C -0.07 -1.29 1.37
H -3.60 0.21 -3.27
H -1.39 -3.93 5.10
H -3.61 1.60 -2.38
H 0.12 -1.32 4.80
H -2.23 -3.80 2.20
H -3.48 4.26 -3.67
H 2.89 4.89 2.12
H -0.25 3.17 2.99
H -4.47 2.89 -4.25
H 2.86 3.94 3.59
H 0.43 1.81 -5.43
H -2.98 -3.44 4.50
H -1.01 1.08 1.88
H 1.22 -0.34 2.85
H -3.67 3.97 -5.40
H 1.45 4.92 3.20
H 3.50 2.84 0.96
H -2.04 -2.38 5.62
```

Values from the calculation:
* LUMO level (spin up / spin down): -15.2 / -15.6 eV
* spin multiplicity: 1
* frontier orbital gap (spin up / spin down): 6.02 / 5.23 eV
* strongest force on any atom: 0.0140 hartree/bohr
* charge: +4

Density functional theory data (the ωB97M-V functional and the def2-TZVPD basis) for a structure of composition C23H18N7O2PPt.

Structure (XYZ):
```
52
Properties=species:S:1:pos:R:3
Pt -1.30 1.13 1.04
P -0.31 0.55 3.00
O 1.74 -0.31 -0.94
O -0.17 -0.10 0.08
N -2.75 -0.27 1.08
N -3.79 -3.42 -0.53
N -6.03 -2.96 -0.76
N 2.03 3.61 0.85
N 3.26 3.95 2.99
N -4.73 -1.41 0.25
N -0.25 2.75 0.86
C -0.54 4.16 4.81
C 3.64 0.62 3.57
C -1.90 -2.35 5.31
C 2.26 0.64 3.73
C -1.55 -3.49 4.60
C -1.56 -1.10 4.82
C -0.86 1.96 3.91
C -2.77 3.24 4.64
C -0.87 -3.39 3.39
C 1.43 0.50 2.63
C -0.01 3.01 4.24
C -2.26 2.08 4.10
C 1.20 -0.01 0.08
C 4.18 0.46 2.30
C -0.88 -1.00 3.61
C -4.83 -2.60 -0.34
C 0.88 3.14 0.85
C 3.34 0.29 1.20
C 2.69 3.81 2.00
C -0.53 -2.15 2.89
C -1.91 4.27 5.00
C 1.96 0.30 1.34
C -3.65 -0.87 0.65
H 0.02 -2.07 1.95
H -0.57 -4.28 2.85
H 1.06 2.95 4.07
H -6.22 -3.84 -1.20
H -2.92 1.26 3.82
H -2.87 -3.16 -0.20
H 0.12 4.97 5.09
H 1.85 0.76 4.73
H -2.41 -2.44 6.26
H -2.32 5.17 5.44
H -1.80 -0.22 5.40
H -6.80 -2.31 -0.62
H -1.80 -4.46 4.99
H 3.76 0.14 0.21
H 4.28 0.75 4.42
H -3.84 3.34 4.79
H 5.25 0.47 2.16
H -3.89 -4.30 -1.00
```

Values from the calculation:
* LUMO level (spin up / spin down): -8.7 / -8.7 eV
* spin multiplicity: 1
* frontier orbital gap (spin up / spin down): 6.58 / 6.58 eV
* energy relative to the best compared isomer or geometry (same formula, charge and spin): 5.94 kcal per mole
* strongest force on any atom: 0.0074 hartree/bohr
* charge: +2

Density functional theory data (the ωB97M-V functional and the def2-TZVPD basis) for the molecule C23H18O7.

Structure (XYZ):
```
48
Properties=species:S:1:pos:R:3
O 1.04 2.03 -2.01
O 2.36 2.15 1.65
O -1.09 1.35 -1.80
O 0.77 -1.11 -2.54
O 0.54 -0.10 1.94
O -2.15 1.04 1.53
O 1.89 -2.64 -1.34
C 0.99 -1.23 1.19
C 0.66 -3.71 1.65
C -0.14 5.58 0.24
C 1.08 -1.81 -3.74
C 0.27 0.98 1.11
C 0.20 1.36 -1.47
C -1.91 3.97 0.53
C -0.95 3.03 0.89
C -1.58 -4.60 1.86
C 2.14 -3.96 1.65
C 1.25 -1.63 -1.40
C -0.21 -4.78 1.86
C -1.14 1.61 1.23
C 0.82 4.65 0.59
C -1.26 -2.27 1.44
C 0.45 0.48 -0.30
C 0.41 3.37 0.92
C -2.11 -3.34 1.66
C -1.49 5.25 0.21
C 0.12 -2.45 1.44
C 0.89 -0.78 -0.25
C 1.22 2.20 1.29
C -1.46 2.18 -2.89
H 1.05 -2.88 -3.56
H -0.89 1.90 -3.78
H 0.16 6.59 -0.02
H -3.18 -3.19 1.66
H 1.87 4.90 0.61
H -1.67 -1.29 1.30
H -2.22 6.00 -0.07
H -2.23 -5.45 2.03
H -2.52 2.00 -3.05
H -2.96 3.69 0.51
H 0.34 -1.51 -4.47
H 0.20 -5.77 2.02
H -1.27 3.22 -2.66
H 2.03 -1.44 1.46
H 2.35 -5.00 1.86
H 2.64 -3.35 2.41
H 2.08 -1.53 -4.07
H 2.56 -3.70 0.68
```

Values from the calculation:
* LUMO level: -0.5 eV
* spin multiplicity: 1
* frontier orbital gap: 8.31 eV
* energy relative to the best compared isomer or geometry (same formula, charge and spin): 0.00 kcal per mole
* strongest force on any atom: 0.0186 hartree/bohr

Density functional theory data (the ωB97M-V functional and the def2-TZVPD basis) for a structure of composition C23H19Cl2MnN3O2Se3Te2 in a non-equilibrium geometry.

Structure (XYZ):
```
55
Properties=species:S:1:pos:R:3
Te -3.98 -1.79 -2.30
Te -2.63 -3.18 -0.10
Se -1.85 -1.61 -3.62
Se 0.99 -0.82 -4.66
Se -0.22 -3.11 -0.90
Mn 0.11 -1.09 -2.31
Cl -1.06 2.49 -3.43
Cl -2.64 3.04 -5.86
O 1.86 -0.38 -1.37
O -4.13 -1.33 4.84
N -0.67 0.35 -0.66
N 0.41 1.91 4.49
N 1.32 1.95 3.63
C 2.76 0.55 0.59
C -0.74 -0.25 3.85
C -1.87 -1.06 3.96
C -2.16 1.51 0.78
C -2.91 0.60 5.36
C 1.27 1.47 2.29
C 3.65 0.16 -5.28
C -0.70 0.99 4.47
C 1.69 0.22 -0.27
C -1.78 1.38 5.26
C -1.89 0.72 -0.35
C 5.73 -0.59 -4.32
C 2.92 -0.71 -4.47
C 0.35 0.65 0.18
C 5.04 0.22 -5.21
C -1.14 1.82 1.64
C 5.01 -1.45 -3.51
C -1.90 1.78 -4.79
C 3.63 -1.51 -3.58
C -2.97 -0.62 4.69
C 0.16 1.31 1.40
C -4.24 -2.52 4.09
C 2.53 1.15 1.81
H -1.88 -2.00 3.42
H -1.32 2.47 2.48
H -4.09 -2.34 3.02
H -2.69 0.41 -1.01
H -1.72 2.34 5.77
H 0.10 -0.61 3.28
H 3.12 0.80 -5.98
H 5.58 0.90 -5.86
H -1.19 1.22 -5.38
H 3.36 1.35 2.49
H -2.70 1.14 -4.43
H 3.76 0.29 0.28
H -5.25 -2.89 4.25
H -3.17 1.86 0.96
H 5.53 -2.09 -2.80
H -3.52 -3.27 4.43
H 3.07 -2.19 -2.95
H 6.81 -0.54 -4.25
H -3.77 0.92 5.95
```

Values from the calculation:
* LUMO level (spin up / spin down): 3.9 / 3.3 eV
* spin multiplicity: 6
* frontier orbital gap (spin up / spin down): 4.17 / 4.67 eV
* strongest force on any atom: 0.0304 hartree/bohr
* charge: -2

Density functional theory data (the ωB97M-V functional and the def2-TZVPD basis) for a structure of composition C23H19I2N8O6S2W in a non-equilibrium geometry.

Structure (XYZ):
```
61
Properties=species:S:1:pos:R:3
W 0.37 0.82 1.91
I -1.66 2.59 1.47
I -2.37 4.85 2.77
S 1.35 2.94 2.82
S -2.23 0.18 -0.13
O 0.57 3.94 2.20
O 2.24 -2.16 0.13
O -0.50 -3.08 0.66
O 0.33 1.91 3.42
O 1.76 2.01 1.66
O 2.42 3.16 3.70
N -3.72 -0.13 -2.29
N -3.68 2.01 -1.45
N 0.65 0.54 -2.49
N -0.02 -2.71 -8.36
N 2.17 -0.07 2.99
N -1.45 -1.71 2.29
N 0.57 -1.12 1.38
N 0.63 0.89 -0.30
C 0.78 2.10 -0.96
C -3.31 0.74 -1.38
C 0.13 -2.15 -7.37
C -0.17 -1.33 -3.79
C 4.95 -0.34 2.99
C -2.34 -0.12 3.74
C -2.39 -2.61 2.62
C 4.19 -0.93 1.98
C 1.91 -1.45 1.03
C 0.98 -0.25 -6.09
C -1.35 -0.42 2.80
C 0.57 -0.03 -1.29
C 4.30 0.33 4.01
C 0.54 -0.13 -3.73
C 0.28 -1.46 -6.14
C 2.81 -0.77 2.01
C 0.79 1.89 -2.30
C -0.30 -2.00 -4.99
C -3.35 -2.30 3.55
C -3.32 -1.03 4.13
C 2.91 0.44 3.98
C 1.11 0.41 -4.88
C -0.41 -2.09 1.31
H 1.68 1.32 -4.84
H -2.35 0.87 4.21
H -2.31 -3.58 2.14
H 4.84 0.78 4.83
H 0.48 -1.09 -1.16
H -0.83 -2.93 -5.04
H -4.10 -3.02 3.83
H -0.63 -1.74 -2.90
H -4.35 2.32 -2.14
H 0.89 2.59 -3.11
H 2.38 0.94 4.79
H -4.05 -0.76 4.89
H 0.90 3.04 -0.43
H 1.42 0.16 -6.98
H 4.64 -1.51 1.18
H -3.45 -1.10 -2.23
H 6.03 -0.43 2.98
H -4.42 0.11 -2.98
H -3.45 2.66 -0.71
```

Values from the calculation:
* LUMO level: -12.2 eV
* spin multiplicity: 1
* frontier orbital gap: 4.13 eV
* energy relative to the best compared isomer or geometry (same formula, charge and spin): 93.24 kcal per mole
* strongest force on any atom: 0.1712 hartree/bohr
* charge: +3

Density functional theory data (the ωB97M-V functional and the def2-TZVPD basis) for a structure of composition C23H19N2O4SSeTc.

Structure (XYZ):
```
51
Properties=species:S:1:pos:R:3
Tc -1.13 0.29 1.16
Se -1.51 -1.67 -0.16
S 1.49 0.92 0.55
O -1.01 1.73 2.84
O 0.96 -0.09 1.54
O 2.07 2.12 1.05
O -2.19 -0.10 2.91
N -2.46 1.53 0.16
N 0.07 1.12 -0.19
C 5.42 -1.76 -3.12
C -1.84 2.35 -0.75
C 3.87 0.70 -0.68
C -0.31 -3.56 1.61
C -2.55 -3.94 3.20
C -4.53 2.62 -0.26
C 4.43 -1.08 -2.22
C -0.44 2.18 -0.94
C -0.49 4.01 -2.51
C 4.77 0.08 -1.53
C -1.84 4.17 -2.35
C 0.22 3.01 -1.80
C -0.26 -4.44 2.67
C -2.55 3.33 -1.45
C -1.38 -4.63 3.47
C -3.75 1.66 0.40
C -3.93 3.44 -1.18
C -1.49 -2.87 1.34
C 2.23 -1.02 -1.20
C -2.61 -3.06 2.13
C 3.15 -1.61 -2.04
C 2.61 0.14 -0.52
C -1.73 0.94 3.50
H 4.14 1.60 -0.14
H -3.53 -2.52 1.92
H -1.97 1.12 4.55
H 0.57 -3.40 0.99
H 0.05 4.65 -3.18
H 0.66 -4.98 2.88
H -3.42 -4.08 3.82
H 1.29 2.90 -1.95
H -1.34 -5.32 4.31
H -4.51 4.19 -1.71
H 2.87 -2.51 -2.58
H -4.18 0.99 1.13
H 6.24 -1.10 -3.37
H 1.24 -1.44 -1.06
H 4.94 -2.09 -4.04
H -2.37 4.93 -2.89
H 5.83 -2.64 -2.62
H 5.76 0.51 -1.66
H -5.58 2.69 -0.04
```

Values from the calculation:
* LUMO level (spin up / spin down): -3.7 / -4.9 eV
* spin multiplicity: 4
* frontier orbital gap (spin up / spin down): 7.79 / 6.67 eV
* energy relative to the best compared isomer or geometry (same formula, charge and spin): 0.00 kcal per mole
* strongest force on any atom: 0.0106 hartree/bohr
* charge: +1